84
Properties=species:S:1:pos:R:3:lowdin_charge:R:1 method="wB97M-V/def2-TZVPD" e_lumo_ev=-1.176 smiles="CCN(CC)C(=S)SCCCC1=CC(=O)C=C(C[SH](=O)=O)C1=O.CCCCCC.CCCCCC" energy_ha=-2608.3677 homo_energy_ev=-8.8 spin_multiplicity=1
C -4.898 7.475 2.427 -0.08
C -6.125 6.631 2.060 -0.27
N -6.186 5.381 2.811 -0.23
C -7.465 4.661 2.678 -0.21
C -7.904 4.382 1.223 -0.07
C -5.090 4.551 2.641 -1.07
S -4.220 4.403 1.262 0.75
S -4.648 3.712 4.135 0.93
C -4.468 1.946 3.731 -0.45
C -3.327 1.573 2.798 -0.28
C -1.969 2.053 3.281 -0.15
C -1.012 2.403 2.193 -0.15
C -1.118 2.125 0.893 0.04
C -0.053 2.625 -0.015 -0.35
O 0.420 1.973 -0.925 0.11
C 0.429 3.998 0.337 0.08
C 0.538 4.289 1.634 -0.20
C 0.944 5.619 2.183 -0.17
S -0.507 6.703 2.084 0.67
O -0.271 7.706 1.090 -0.34
O -0.897 7.098 3.403 -0.34
C 0.182 3.201 2.607 -0.28
O 0.829 2.985 3.618 0.14
H -4.096 7.353 1.712 0.05
H -5.173 8.521 2.478 0.07
H -4.548 7.192 3.416 0.08
H -7.007 7.217 2.301 0.12
H -6.134 6.494 0.980 0.09
H -8.231 5.246 3.171 0.11
H -7.348 3.709 3.183 0.10
H -8.764 4.985 0.963 0.07
H -7.099 4.549 0.523 0.04
H -8.210 3.344 1.150 0.07
H -5.390 1.606 3.272 0.08
H -4.372 1.417 4.674 0.08
H -3.523 1.910 1.791 0.04
H -3.306 0.483 2.748 0.12
H -2.124 2.971 3.852 0.10
H -1.500 1.369 3.983 0.14
H -1.961 1.575 0.510 0.13
H 0.658 4.714 -0.438 0.14
H 1.769 6.064 1.645 0.12
H 1.159 5.518 3.242 0.10
H -1.473 5.869 1.603 0.06
C 2.296 -3.577 -2.322 -0.11
C 1.930 -2.157 -1.897 -0.26
C 2.550 -1.745 -0.564 -0.22
C 2.109 -2.582 0.639 -0.23
C 0.601 -2.609 0.881 -0.27
C 0.021 -1.231 1.184 -0.11
H 1.934 -4.319 -1.609 0.07
H 1.853 -3.808 -3.293 0.07
H 3.378 -3.687 -2.413 0.06
H 0.842 -2.054 -1.859 0.10
H 2.273 -1.461 -2.667 0.11
H 2.321 -0.692 -0.380 0.10
H 3.640 -1.803 -0.646 0.11
H 2.606 -2.192 1.533 0.11
H 2.467 -3.609 0.522 0.10
H 0.398 -3.272 1.727 0.10
H 0.084 -3.044 0.022 0.10
H 0.492 -0.794 2.068 0.08
H -1.052 -1.303 1.377 0.07
H 0.159 -0.544 0.348 0.05
C 4.989 -4.836 -4.786 -0.11
C 4.416 -6.138 -4.236 -0.27
C 5.361 -6.853 -3.271 -0.23
C 6.690 -7.301 -3.882 -0.23
C 6.563 -8.230 -5.088 -0.27
C 5.877 -9.554 -4.763 -0.11
H 5.898 -5.005 -5.366 0.06
H 4.266 -4.351 -5.444 0.07
H 5.225 -4.142 -3.976 0.07
H 4.144 -6.799 -5.064 0.10
H 3.486 -5.915 -3.708 0.09
H 4.844 -7.719 -2.848 0.10
H 5.573 -6.190 -2.426 0.11
H 7.275 -7.804 -3.106 0.11
H 7.272 -6.422 -4.173 0.10
H 7.566 -8.438 -5.470 0.10
H 6.027 -7.729 -5.899 0.10
H 6.423 -10.093 -3.986 0.07
H 5.836 -10.193 -5.647 0.07
H 4.853 -9.405 -4.420 0.06

---

48
Properties=species:S:1:pos:R:3:lowdin_charge:R:1 method="wB97M-V/def2-TZVPD" de_lowest_kcal_mol=13.39 e_lumo_ev=-0.212 energy_ha=-2949.6500 homo_energy_ev=-7.8 spin_multiplicity=1
Ba -0.650 -1.070 2.077 1.86
Cl 0.009 -4.209 0.946 0.51
C 1.735 -3.787 0.845 -0.96
Cl 1.959 -2.100 0.288 0.52
H 2.197 -4.438 0.117 0.03
H 2.160 -3.871 1.837 -0.03
O -1.846 -1.429 0.024 -0.29
C -1.213 -0.477 -0.515 -0.68
N -1.221 -0.199 -1.831 0.17
C -0.422 0.977 -2.132 -0.26
C 0.191 1.233 -0.716 -0.44
O 1.029 2.062 -0.481 0.10
N -0.399 0.367 0.203 -0.16
C 0.617 0.654 -3.198 -0.14
C 1.936 0.358 -2.875 -0.02
C 2.846 0.026 -3.873 -0.07
C 2.443 -0.012 -5.200 -0.09
C 1.125 0.281 -5.528 -0.08
C 0.222 0.619 -4.532 -0.03
C -1.279 2.196 -2.490 -0.15
C -0.635 3.407 -2.744 -0.02
C -1.368 4.532 -3.079 -0.07
C -2.756 4.464 -3.172 -0.09
C -3.400 3.266 -2.915 -0.08
C -2.662 2.134 -2.571 -0.03
H -1.765 -0.724 -2.493 0.17
H 2.271 0.398 -1.847 0.10
H 3.872 -0.195 -3.608 0.11
H 3.155 -0.260 -5.978 0.10
H 0.802 0.256 -6.561 0.10
H -0.801 0.869 -4.797 0.12
H 0.445 3.461 -2.666 0.13
H -0.856 5.467 -3.270 0.11
H -3.327 5.344 -3.440 0.10
H -4.479 3.203 -2.978 0.10
H -3.181 1.208 -2.356 0.11
F -0.780 -1.712 9.328 0.12
C -0.269 -1.855 8.104 -0.15
C 1.008 -2.351 7.924 -0.14
F 1.730 -2.691 8.993 0.13
C 1.533 -2.496 6.651 -0.24
F 2.771 -2.984 6.557 0.09
C 0.815 -2.163 5.511 -0.57
S 1.382 -2.319 3.855 0.42
C -0.458 -1.664 5.751 -0.25
F -1.229 -1.269 4.690 -0.13
C -1.012 -1.501 7.000 -0.15
F -2.244 -1.006 7.147 0.12

---

138
Properties=species:S:1:pos:R:3:lowdin_charge:R:1 method="wB97M-V/def2-TZVPD" de_lowest_kcal_mol=0.00 e_lumo_ev=-0.447 energy_ha=-19434.6270 homo_energy_ev=-8.6 spin_multiplicity=1
C 0.552 -6.978 -1.713 -0.01
C 0.762 -5.898 -2.742 -0.58
O 0.640 -6.127 -3.921 0.04
N 1.091 -4.677 -2.287 0.01
C 1.178 -3.494 -3.143 -0.04
H 0.030 -6.608 -0.836 0.06
H 1.515 -7.385 -1.405 0.07
H -0.027 -7.784 -2.157 0.08
H 1.084 -4.510 -1.276 0.09
H 2.220 -3.166 -3.163 0.08
H 0.571 -2.722 -2.678 0.07
H 0.881 -3.759 -4.149 0.08
C 1.136 0.480 -4.735 0.00
C 0.330 0.078 -5.959 -0.56
O 0.442 -1.052 -6.405 0.04
N -0.519 1.015 -6.441 0.01
C -1.411 0.816 -7.575 -0.06
H 1.048 1.523 -4.416 0.07
H 2.201 0.266 -4.817 0.02
H 0.761 -0.180 -3.943 0.08
H -0.844 1.722 -5.786 0.07
H -2.377 0.394 -7.265 0.06
H -1.055 0.073 -8.283 0.09
H -1.564 1.822 -7.961 0.08
C 2.373 1.094 -1.127 -0.03
C 1.201 0.513 -0.366 -0.56
O 0.468 -0.344 -0.802 0.04
N 0.988 1.095 0.832 0.03
C 0.026 0.614 1.804 -0.04
H 2.190 2.082 -1.553 0.06
H 2.760 0.406 -1.871 0.03
H 3.229 1.207 -0.448 0.03
H 1.633 1.815 1.099 0.06
H -0.012 -0.471 1.812 0.06
H -0.963 1.034 1.640 0.07
H 0.409 0.928 2.775 0.08
C -3.823 2.031 3.682 0.01
C -2.915 2.950 2.878 -0.53
O -1.732 3.037 3.138 0.01
N -3.562 3.757 1.995 0.02
C -2.942 4.836 1.251 -0.06
H -3.700 2.251 4.745 0.09
H -3.489 1.004 3.519 0.08
H -4.899 2.105 3.532 0.08
H -4.506 3.472 1.818 0.13
H -1.872 4.821 1.418 0.06
H -3.497 5.727 1.541 0.09
H -3.070 4.745 0.169 0.07
C -0.966 4.953 -4.766 0.01
C -1.337 3.703 -3.991 -0.52
O -1.807 2.720 -4.575 0.01
N -1.216 3.766 -2.653 0.02
C -1.578 2.688 -1.761 -0.05
H -1.852 5.312 -5.284 0.09
H -0.182 4.740 -5.489 0.09
H -0.602 5.745 -4.107 0.07
H -0.953 4.642 -2.244 0.13
H -2.638 2.456 -1.756 0.08
H -1.170 2.919 -0.784 0.08
H -1.065 1.786 -2.099 0.07
C 1.375 3.070 4.704 -0.02
C 0.935 4.302 5.465 -0.57
O 1.654 4.801 6.330 0.01
N -0.330 4.739 5.244 0.00
C -0.991 5.682 6.113 -0.07
H 2.426 3.168 4.471 0.00
H 0.871 3.058 3.731 0.06
H 1.119 2.210 5.316 0.10
H -0.914 4.198 4.617 0.09
H -1.971 5.306 6.416 0.08
H -1.173 6.651 5.640 0.08
H -0.378 5.814 7.001 0.08
C -5.259 -4.424 2.637 -0.04
C -4.141 -5.135 1.898 -0.20
O -2.968 -4.315 1.891 0.05
C -2.850 -3.435 0.955 -0.47
O -3.434 -3.415 -0.041 0.22
C -1.937 -2.267 1.307 -0.66
F -2.569 -1.136 1.195 0.20
F -1.438 -2.345 2.507 0.19
F -0.941 -2.259 0.475 0.19
H -6.136 -5.061 2.648 0.08
H -5.418 -3.473 2.128 0.08
H -4.890 -4.187 3.633 0.08
H -4.372 -5.432 0.872 0.13
H -3.866 -6.076 2.377 0.12
C -3.081 -0.411 -3.224 -0.05
C -3.391 -0.344 -4.703 -0.20
O -4.686 -0.933 -4.812 0.05
C -5.086 -1.182 -6.023 -0.46
O -4.384 -1.231 -6.930 0.21
C -6.615 -1.380 -6.128 -0.49
F -6.888 -2.677 -6.469 0.14
F -7.243 -1.091 -4.959 0.15
F -7.062 -0.598 -7.105 0.18
H -3.273 -1.430 -2.903 0.08
H -3.638 0.351 -2.668 0.07
H -2.066 -0.165 -2.902 0.06
H -2.660 -0.966 -5.228 0.13
H -3.259 0.664 -5.097 0.11
C 2.803 -7.439 1.644 -0.05
C 1.726 -6.743 2.476 -0.17
O 1.980 -5.339 2.617 0.06
C 1.968 -4.587 1.574 -0.44
O 1.740 -4.936 0.489 0.18
C 2.420 -3.184 1.991 -0.54
F 1.600 -2.640 2.899 0.17
F 3.641 -3.291 2.558 0.16
F 2.511 -2.396 0.947 0.19
H 2.675 -7.145 0.607 0.05
H 2.615 -8.514 1.699 0.09
H 3.804 -7.247 2.019 0.09
H 1.802 -7.109 3.497 0.12
H 0.746 -6.960 2.057 0.13
C 4.886 2.770 6.625 -0.05
C 4.624 1.384 6.074 -0.18
O 4.189 1.491 4.706 0.03
C 5.078 1.311 3.785 -0.48
O 6.178 1.037 3.914 0.23
C 4.505 1.562 2.386 -0.60
F 5.289 2.310 1.666 0.18
F 4.375 0.390 1.738 0.10
F 3.292 2.071 2.431 0.10
H 4.011 3.416 6.543 0.07
H 5.706 3.207 6.049 0.09
H 5.181 2.754 7.673 0.08
H 3.737 0.964 6.550 0.13
H 5.480 0.748 6.272 0.13
C 6.082 -1.052 -2.727 -1.60
Br 5.505 -0.774 -0.894 0.63
Br 7.926 -0.410 -2.909 0.54
Br 4.938 -0.272 -4.033 0.64
H 6.133 -2.120 -2.850 -0.03
C 2.893 5.719 1.653 -1.53
Br 2.930 4.384 0.240 0.65
Br 3.918 5.220 3.215 0.67
Br 1.084 6.181 2.239 0.59
H 3.384 6.606 1.291 -0.03

---

91
Properties=species:S:1:pos:R:3:lowdin_charge:R:1 method="wB97M-V/def2-TZVPD" e_lumo_ev=-0.555 smiles="Cc1c(F)ccc2c1C(=O)NC2=O.c1ccccc1.c1ccccc1.c1ccccc1.c1ccccc1.c1ccccc1.c1ccccc1" energy_ha=-2045.0612 homo_energy_ev=-9.2 spin_multiplicity=1
C -1.397 0.250 2.382 0.00
C -0.308 0.465 1.364 -0.12
C 1.037 0.212 1.619 -0.22
F 1.382 -0.242 2.835 0.08
C 2.044 0.396 0.686 0.02
C 1.755 0.878 -0.578 0.02
C 0.430 1.169 -0.866 -0.08
C -0.560 0.949 0.090 -0.05
C -1.871 1.305 -0.532 -0.39
O -2.953 0.936 -0.180 0.14
N -1.605 2.077 -1.728 0.15
C -0.229 1.718 -2.088 -0.36
O 0.178 1.840 -3.204 0.13
H -0.959 -0.011 3.341 0.08
H -2.105 -0.498 2.038 0.09
H -1.926 1.195 2.514 0.09
H 3.062 0.156 0.965 0.12
H 2.535 1.035 -1.312 0.13
H -1.573 3.048 -1.410 0.15
C 2.928 2.623 -6.520 -0.09
C 2.214 1.929 -5.550 -0.09
C 2.221 0.543 -5.551 -0.09
C 2.946 -0.148 -6.512 -0.11
C 3.665 0.544 -7.477 -0.10
C 3.651 1.932 -7.483 -0.10
H 2.922 3.706 -6.523 0.10
H 1.647 2.458 -4.804 0.07
H 1.663 0.001 -4.797 0.08
H 2.958 -1.232 -6.502 0.10
H 4.235 0.003 -8.222 0.10
H 4.207 2.476 -8.236 0.10
C 6.761 -1.148 -1.876 -0.10
C 6.306 -1.002 -3.179 -0.09
C 4.973 -1.241 -3.480 -0.08
C 4.094 -1.638 -2.478 -0.10
C 4.553 -1.795 -1.178 -0.11
C 5.886 -1.546 -0.876 -0.10
H 7.800 -0.955 -1.639 0.10
H 6.990 -0.696 -3.960 0.10
H 4.616 -1.118 -4.494 0.08
H 3.052 -1.830 -2.709 0.10
H 3.871 -2.115 -0.399 0.10
H 6.243 -1.667 0.138 0.10
C -2.121 -1.569 -2.598 -0.08
C -2.876 -2.699 -2.320 -0.10
C -2.435 -3.948 -2.735 -0.10
C -1.240 -4.067 -3.431 -0.09
C -0.487 -2.935 -3.716 -0.09
C -0.927 -1.686 -3.300 -0.08
H -2.469 -0.597 -2.277 0.08
H -3.810 -2.605 -1.779 0.10
H -3.025 -4.830 -2.518 0.10
H -0.896 -5.041 -3.754 0.10
H 0.441 -3.027 -4.267 0.10
H -0.344 -0.803 -3.527 0.08
C -0.947 4.749 5.402 -0.09
C -0.387 4.464 6.640 -0.09
C 0.611 3.504 6.747 -0.10
C 1.047 2.827 5.617 -0.09
C 0.484 3.109 4.380 -0.10
C -0.512 4.070 4.272 -0.10
H -1.722 5.500 5.318 0.10
H -0.729 4.989 7.523 0.10
H 1.047 3.282 7.713 0.10
H 1.826 2.079 5.699 0.10
H 0.822 2.578 3.499 0.09
H -0.951 4.290 3.307 0.10
C 0.867 0.239 11.865 -0.10
C 1.530 -0.510 10.902 -0.10
C 1.268 -0.297 9.556 -0.09
C 0.341 0.662 9.173 -0.10
C -0.326 1.407 10.136 -0.10
C -0.062 1.197 11.482 -0.10
H 1.075 0.076 12.915 0.10
H 2.251 -1.259 11.202 0.10
H 1.786 -0.880 8.805 0.10
H 0.136 0.830 8.123 0.09
H -1.052 2.153 9.836 0.10
H -0.581 1.778 12.233 0.10
C -5.774 -3.052 -4.549 -0.09
C -6.281 -1.889 -3.987 -0.09
C -7.589 -1.505 -4.247 -0.10
C -8.390 -2.283 -5.072 -0.10
C -7.881 -3.443 -5.639 -0.10
C -6.573 -3.828 -5.378 -0.09
H -4.754 -3.350 -4.343 0.08
H -5.654 -1.280 -3.347 0.10
H -7.985 -0.598 -3.808 0.10
H -9.411 -1.985 -5.274 0.10
H -8.504 -4.048 -6.286 0.10
H -6.176 -4.733 -5.819 0.10

---

91
Properties=species:S:1:pos:R:3:lowdin_charge:R:1 method="wB97M-V/def2-TZVPD" charge=+1 e_lumo_ev=-2.987 energy_ha=-3541.1608 homo_energy_ev=-10.5 spin_multiplicity=1
C 3.761 -3.642 2.261 0.02
C 4.709 -3.990 1.341 -0.05
C 5.329 -3.012 0.390 -0.48
O 4.854 -3.001 -0.715 0.14
O 6.357 -2.185 0.734 -0.01
C 5.894 -0.878 1.146 -0.15
C 5.577 0.031 -0.058 -0.14
C 4.062 0.089 -0.310 -0.20
C 3.561 1.455 -0.819 -0.19
C 2.261 1.271 -1.625 -0.17
C 1.171 0.866 -0.608 -0.14
C -0.261 0.943 -1.167 -0.15
C -1.265 1.802 -0.358 -0.02
C -0.683 3.180 -0.109 -0.40
F 0.240 3.462 -1.062 0.12
F -0.024 3.314 1.053 0.14
C -1.669 4.396 -0.200 -0.31
F -2.845 4.083 -0.765 0.11
F -1.125 5.407 -0.870 0.12
C -1.836 0.916 0.785 -0.27
N -0.784 0.258 1.552 0.10
C -0.823 -1.198 1.719 -0.39
C -1.858 -1.921 2.542 0.04
O 0.061 -1.840 1.208 0.13
C -0.276 0.862 2.775 -0.41
C 1.231 1.025 2.856 0.03
O -0.932 1.112 3.745 0.15
N -2.868 1.521 1.641 0.14
C -3.828 0.714 2.308 -0.45
O -4.896 0.396 1.840 0.20
F -3.567 0.391 3.568 0.17
C -2.972 2.878 2.011 -0.46
O -3.912 3.559 1.687 0.21
F -2.048 3.432 2.788 0.17
N -2.644 -0.115 0.063 0.19
C -2.044 -0.677 -1.061 -0.28
N -2.801 -1.451 -1.795 0.15
C -4.199 -1.769 -1.524 -0.12
C -4.356 -3.156 -0.834 -0.07
C -5.690 -3.138 -0.090 -0.49
N -6.815 -3.888 -0.554 0.11
O -5.773 -2.480 0.911 0.12
N -0.754 -0.471 -1.280 0.08
C -0.202 -1.101 -2.488 -0.15
O -0.201 -2.485 -2.346 -0.10
C 1.103 -3.084 -2.350 -0.21
C 1.581 -3.451 -0.946 -0.07
H 2.735 -3.954 2.097 0.06
H 3.977 -3.048 3.144 0.06
H 5.020 -5.027 1.244 0.12
H 5.017 -1.036 1.773 0.11
H 6.686 -0.453 1.753 0.13
H 6.026 1.003 0.110 0.12
H 6.017 -0.484 -0.905 0.12
H 3.769 -0.674 -1.029 0.10
H 3.537 -0.112 0.625 0.10
H 4.327 1.937 -1.422 0.12
H 3.371 2.097 0.041 0.11
H 2.474 0.476 -2.336 0.10
H 2.034 2.229 -2.084 0.11
H 1.383 -0.154 -0.307 0.10
H 1.311 1.525 0.237 0.08
H -0.245 1.356 -2.175 0.16
H -2.088 1.960 -1.056 0.17
H -1.851 4.763 0.809 0.16
H -1.835 -1.554 3.568 0.10
H -1.627 -2.974 2.594 0.10
H -2.871 -1.775 2.172 0.07
H 1.594 1.853 2.255 0.07
H 1.706 0.090 2.557 0.09
H 1.512 1.222 3.881 0.09
H -3.417 0.442 -0.301 0.16
H -2.411 -1.902 -2.608 0.15
H -4.668 -1.870 -2.499 0.13
H -4.751 -0.989 -1.012 0.12
H -3.501 -3.272 -0.176 0.12
H -4.369 -3.886 -1.636 0.11
H -7.184 -3.528 -1.425 0.09
H -6.577 -4.867 -0.649 0.09
H -0.893 -0.889 -3.318 0.15
H 0.753 -0.687 -2.785 0.13
H 0.995 -4.028 -2.880 0.12
H 1.850 -2.518 -2.905 0.12
H 2.304 -4.253 -1.005 0.08
H 1.973 -2.578 -0.431 0.05
H 0.699 -3.789 -0.408 0.07
C -0.110 8.036 -2.083 -1.06
Cl 1.295 9.059 -2.403 0.52
Cl -1.599 8.982 -1.989 0.51
H -0.206 7.314 -2.885 0.02
H 0.039 7.529 -1.139 0.00